{
  "formula": "C52H49AsGaN7PS2",
  "method": "ωB97M-V/def2-TZVPD",
  "orbital_gap_ev": 5.73,
  "e_above_lowest_ev": 0.000,
  "e_lumo_ev": -8.10,
  "charge": 3,
  "species": ["Ga", "C", "C", "C", "C", "N", "C", "C", "C", "C", "C", "C", "N", "C", "C", "C", "C", "C", "N", "H", "H", "H", "H", "H", "H", "H", "H", "H", "H", "H", "C", "N", "C", "C", "N", "C", "S", "H", "H", "H", "H", "H", "H", "N", "C", "S", "N", "C", "C", "C", "C", "C", "C", "H", "H", "H", "H", "H", "H", "H", "H", "C", "C", "As", "C", "C", "C", "C", "C", "C", "C", "C", "C", "C", "C", "C", "P", "C", "C", "C", "C", "C", "C", "C", "C", "C", "C", "C", "C", "H", "H", "H", "H", "H", "H", "H", "H", "H", "H", "H", "H", "H", "H", "H", "H", "H", "H", "H", "H", "H", "H", "H", "H"],
  "positions_angstrom": [[1.817, -1.458, -0.092], [1.911, -0.568, 4.250], [3.279, -0.417, 4.492], [4.175, -0.675, 3.463], [3.674, -0.966, 2.179], [2.335, -1.057, 1.957], [1.530, -0.889, 2.979], [4.555, -1.092, 0.984], [5.952, -0.923, 1.021], [6.626, -0.859, -0.189], [5.902, -0.945, -1.382], [4.529, -1.082, -1.306], [3.888, -1.157, -0.162], [3.637, -1.186, -2.514], [4.075, -1.087, -3.851], [3.151, -1.179, -4.878], [1.806, -1.370, -4.549], [1.456, -1.497, -3.214], [2.335, -1.366, -2.238], [1.162, -0.361, 5.020], [3.648, -0.023, 5.437], [5.241, -0.632, 3.577], [0.487, -1.011, 2.751], [6.479, -0.824, 1.954], [7.695, -0.711, -0.235], [6.366, -0.840, -2.340], [5.128, -1.036, -4.096], [3.472, -1.172, -5.920], [1.078, -1.466, -5.324], [0.428, -1.718, -2.958], [4.729, 3.940, 0.263], [3.277, 4.133, 0.165], [2.693, 5.374, 0.176], [1.353, 5.247, 0.051], [1.141, 3.870, -0.069], [2.323, 3.182, 0.039], [2.625, 1.499, 0.048], [5.170, 4.925, 0.217], [5.091, 3.346, -0.580], [4.997, 3.451, 1.202], [3.324, 6.249, 0.301], [0.566, 5.994, -0.021], [0.248, 3.411, -0.197], [-0.299, -4.802, 0.581], [0.833, -4.294, 1.047], [1.960, -3.746, -0.149], [0.998, -4.228, 2.360], [2.180, -4.112, 3.158], [1.985, -3.806, 4.503], [3.075, -3.831, 5.357], [4.337, -4.175, 4.901], [4.514, -4.490, 3.567], [3.432, -4.501, 2.703], [-0.378, -4.899, -0.431], [-0.925, -5.386, 1.106], [0.215, -4.493, 2.948], [0.970, -3.599, 4.867], [2.980, -3.635, 6.401], [5.176, -4.294, 5.556], [5.488, -4.814, 3.227], [3.596, -4.830, 1.715], [-2.412, -1.305, -0.441], [-3.429, -0.149, -0.446], [-5.422, -0.381, -0.560], [-5.809, -0.201, -2.436], [-7.139, -0.455, -2.793], [-7.615, -0.153, -4.061], [-6.729, 0.417, -4.997], [-5.418, 0.678, -4.648], [-4.946, 0.336, -3.397], [-5.708, 1.471, -0.134], [-6.228, 1.774, 1.115], [-6.483, 3.087, 1.478], [-6.192, 4.107, 0.574], [-5.618, 3.802, -0.667], [-5.396, 2.500, -1.036], [-0.718, -0.494, -0.296], [-1.054, 0.283, 1.311], [-1.504, -0.558, 2.353], [-1.808, 0.003, 3.609], [-1.663, 1.388, 3.816], [-1.303, 2.220, 2.747], [-1.044, 1.649, 1.497], [-0.793, 0.463, -1.874], [-1.521, -0.090, -2.927], [-1.644, 0.546, -4.130], [-0.953, 1.742, -4.347], [-0.160, 2.267, -3.337], [-0.080, 1.620, -2.103], [-2.538, -1.933, -1.316], [-2.615, -1.947, 0.419], [-3.173, 0.625, -1.150], [-3.433, 0.385, 0.529], [-7.811, -0.878, -2.057], [-8.637, -0.327, -4.361], [-7.101, 0.723, -5.955], [-4.753, 1.147, -5.391], [-3.954, 0.646, -3.143], [-6.406, 0.945, 1.811], [-6.959, 3.322, 2.427], [-6.463, 5.145, 0.818], [-5.419, 4.604, -1.421], [-5.012, 2.241, -2.006], [-1.620, -1.649, 2.221], [-2.164, -0.669, 4.367], [-1.877, 1.854, 4.771], [-1.235, 3.281, 2.890], [-0.902, 2.242, 0.613], [-2.128, -0.965, -2.826], [-2.260, 0.087, -4.901], [-1.155, 2.254, -5.261], [0.366, 3.175, -3.460], [0.544, 2.011, -1.318]]
}

***

{
  "formula": "C7H5NOS",
  "method": "ωB97M-V/def2-TZVPD",
  "orbital_gap_ev": 8.60,
  "e_above_lowest_ev": 1.688,
  "e_lumo_ev": 0.41,
  "charge": 0,
  "smiles": "O=c1[nH]c2ccccc2s1",
  "species": ["O", "C", "N", "C", "C", "C", "C", "C", "C", "S", "H", "H", "H", "H", "H"],
  "positions_angstrom": [[-1.345, 2.229, -2.946], [-0.888, 1.366, -2.216], [-1.366, 0.948, -1.037], [-0.589, 0.284, -0.215], [-0.939, -0.294, 0.925], [-0.037, -1.068, 1.719], [1.367, -1.128, 1.417], [1.757, -0.591, 0.191], [0.808, 0.148, -0.623], [0.937, 0.662, -2.236], [-2.245, 1.532, -0.629], [-1.901, 0.064, 1.317], [-0.318, -1.679, 2.571], [2.135, -1.673, 2.022], [2.623, -0.800, -0.262]]
}

***

{
  "formula": "C16H34B4O14Si",
  "method": "ωB97M-V/def2-TZVPD",
  "orbital_gap_ev": 10.44,
  "e_above_lowest_ev": 0.000,
  "e_lumo_ev": 0.24,
  "charge": 0,
  "species": ["C", "C", "C", "B", "O", "B", "C", "B", "O", "O", "O", "B", "Si", "C", "C", "C", "O", "H", "H", "H", "H", "H", "H", "H", "H", "H", "H", "H", "H", "H", "H", "H", "H", "C", "O", "C", "O", "O", "C", "H", "H", "H", "H", "H", "H", "C", "O", "C", "O", "O", "C", "H", "H", "H", "H", "H", "H", "C", "O", "C", "O", "O", "C", "H", "H", "H", "H", "H", "H"],
  "positions_angstrom": [[-2.267, 2.953, -0.227], [-1.174, 3.448, -0.487], [0.292, 3.950, -0.817], [1.180, 2.612, -0.953], [1.756, 1.898, 0.162], [1.536, 0.518, -0.210], [2.553, -0.687, 0.112], [1.629, -2.052, 0.198], [1.956, -3.190, -0.592], [0.454, -2.146, 1.032], [0.325, 0.228, -0.962], [0.470, 0.891, -2.241], [-0.536, 0.418, -3.859], [-2.295, -0.120, -3.299], [-0.767, 2.029, -4.879], [0.447, -0.951, -4.756], [1.421, 1.994, -2.243], [-3.157, 2.388, 0.141], [0.212, 4.414, -1.858], [0.668, 4.703, -0.067], [3.184, -0.533, 1.037], [3.236, -0.846, -0.788], [2.685, -2.980, -1.206], [-0.325, -2.268, 0.456], [-2.908, -0.550, -4.157], [-2.800, 0.831, -2.922], [-2.228, -0.900, -2.485], [-1.845, 2.384, -4.733], [-0.129, 2.853, -4.406], [-0.501, 1.929, -5.972], [0.359, -0.950, -5.883], [1.549, -0.825, -4.508], [0.162, -1.991, -4.386], [7.889, -0.230, 3.758], [7.331, 1.059, 3.505], [6.787, 1.194, 2.287], [6.740, 0.343, 1.434], [6.304, 2.440, 2.183], [5.691, 2.726, 0.927], [8.297, -0.221, 4.768], [7.119, -1.001, 3.702], [8.699, -0.442, 3.058], [4.833, 2.072, 0.759], [6.414, 2.632, 0.115], [5.338, 3.757, 0.956], [-4.282, -3.259, -0.469], [-5.627, -3.612, -0.788], [-6.180, -2.859, -1.749], [-5.645, -1.950, -2.332], [-7.432, -3.294, -1.949], [-8.148, -2.577, -2.954], [-3.940, -3.932, 0.317], [-3.634, -3.384, -1.339], [-4.231, -2.235, -0.094], [-7.654, -2.675, -3.922], [-8.251, -1.526, -2.678], [-9.143, -3.014, -3.027], [-1.722, -0.031, 7.172], [-1.839, 0.591, 5.894], [-1.063, 0.045, 4.944], [-0.313, -0.886, 5.092], [-1.268, 0.718, 3.804], [-0.501, 0.243, 2.695], [-2.391, 0.491, 7.856], [-2.026, -1.078, 7.121], [-0.702, 0.057, 7.551], [-0.756, -0.790, 2.465], [0.568, 0.340, 2.896], [-0.748, 0.859, 1.830]]
}

***

{
  "formula": "C34H24AsN6O8OsS3",
  "method": "ωB97M-V/def2-TZVPD",
  "spin_multiplicity": 5,
  "orbital_gap_ev": [7.72, 6.01],
  "e_above_lowest_ev": 3.693,
  "e_lumo_ev": [-3.14, -5.47],
  "charge": 1,
  "species": ["Os", "S", "N", "C", "C", "C", "C", "C", "N", "C", "C", "N", "C", "C", "C", "C", "C", "N", "H", "H", "H", "H", "H", "H", "C", "C", "C", "C", "C", "C", "C", "S", "O", "O", "N", "C", "C", "C", "C", "C", "C", "C", "C", "N", "C", "H", "H", "H", "H", "H", "H", "H", "H", "H", "H", "H", "H", "H", "O", "As", "O", "O", "C", "C", "C", "C", "C", "C", "S", "O", "O", "O", "H", "H", "H", "H", "H"],
  "positions_angstrom": [[11.047, 13.610, 10.917], [17.501, 15.201, 14.826], [16.269, 15.968, 14.157], [15.724, 15.165, 13.274], [14.565, 15.588, 12.476], [14.436, 16.925, 12.108], [13.431, 17.336, 11.307], [12.484, 16.436, 10.875], [12.572, 15.136, 11.222], [13.568, 14.723, 11.972], [14.687, 12.539, 11.883], [14.309, 11.504, 11.226], [15.102, 10.383, 11.181], [16.341, 10.393, 11.780], [16.697, 11.540, 12.538], [15.914, 12.660, 12.555], [16.305, 13.860, 13.337], [17.326, 13.818, 14.151], [15.203, 17.601, 12.482], [13.320, 18.318, 10.909], [11.607, 16.838, 10.203], [14.706, 9.530, 10.682], [16.904, 9.481, 11.761], [17.513, 11.395, 13.238], [15.642, 18.308, 8.715], [14.795, 17.102, 8.427], [13.692, 17.107, 7.531], [12.904, 15.945, 7.352], [13.252, 14.789, 7.966], [14.358, 14.708, 8.762], [15.088, 15.843, 9.064], [12.023, 13.406, 7.889], [13.598, 13.409, 12.057], [11.444, 13.400, 6.524], [10.899, 14.277, 8.918], [9.874, 14.890, 8.518], [9.429, 15.377, 7.238], [8.280, 16.126, 6.944], [7.382, 16.428, 7.968], [7.664, 15.861, 9.293], [6.673, 15.984, 10.265], [6.942, 15.622, 11.567], [8.158, 14.987, 11.803], [9.089, 14.876, 10.905], [8.868, 15.167, 9.631], [15.121, 19.212, 8.484], [16.524, 18.282, 7.958], [16.055, 18.319, 9.718], [13.425, 18.001, 7.016], [11.999, 15.971, 6.728], [14.532, 13.783, 9.377], [15.962, 15.729, 9.729], [10.070, 15.367, 6.384], [8.118, 16.498, 5.911], [6.533, 16.952, 7.652], [5.695, 16.211, 9.933], [6.378, 15.626, 12.444], [8.520, 14.619, 12.753], [10.347, 11.497, 14.939], [9.875, 11.764, 13.259], [8.355, 12.362, 13.262], [11.069, 12.969, 12.687], [10.556, 10.125, 12.644], [11.068, 9.272, 13.553], [11.779, 8.089, 13.181], [11.863, 7.710, 11.888], [11.245, 8.539, 10.914], [10.607, 9.730, 11.310], [10.067, 10.752, 9.961], [9.619, 12.142, 10.580], [8.968, 10.102, 9.255], [11.230, 10.938, 9.121], [10.034, 12.196, 15.540], [11.077, 9.432, 14.573], [12.291, 7.597, 14.026], [12.361, 6.789, 11.535], [11.321, 8.322, 9.859]]
}

***

{
  "formula": "C2H11B2Cl2HfO2",
  "method": "ωB97M-V/def2-TZVPD",
  "orbital_gap_ev": 9.39,
  "e_lumo_ev": 3.00,
  "charge": -1,
  "species": ["Hf", "B", "H", "H", "H", "H", "B", "H", "H", "H", "H", "Cl", "Cl", "C", "C", "O", "O", "H", "H", "H"],
  "positions_angstrom": [[-0.820, 0.693, 0.330], [-0.958, -0.998, 2.136], [-0.447, -1.424, 1.155], [-0.307, -0.028, 2.327], [-2.085, -0.660, 1.980], [-0.799, -1.692, 3.093], [1.194, 1.764, 1.198], [0.655, 2.151, 0.219], [1.430, 0.602, 1.091], [2.169, 2.401, 1.453], [0.371, 1.774, 2.044], [-1.323, 2.395, -1.599], [-2.184, 2.422, 1.829], [0.593, -1.719, -3.003], [0.234, -0.910, -1.807], [-0.865, -1.104, -1.184], [0.982, -0.051, -1.305], [-0.226, -2.340, -3.344], [1.510, -2.284, -2.842], [0.876, -0.992, -3.771]]
}

***

{
  "formula": "C5H8O2",
  "method": "ωB97M-V/def2-TZVPD",
  "orbital_gap_ev": 9.36,
  "e_above_lowest_ev": 4.858,
  "e_lumo_ev": 0.58,
  "charge": 0,
  "species": ["C", "C", "O", "C", "C", "O", "C", "H", "H", "H", "H", "H", "H", "H", "H"],
  "positions_angstrom": [[1.570, 0.690, -0.269], [0.407, 0.035, 0.432], [0.684, -0.302, 1.785], [-0.993, 0.687, 0.382], [-1.470, -0.621, -0.226], [-1.045, -0.590, -1.606], [-0.138, -1.321, -0.074], [1.299, 0.952, -1.296], [1.872, 1.598, 0.264], [2.425, 0.004, -0.309], [1.333, -1.022, 1.762], [-1.376, 0.868, 1.389], [-1.126, 1.573, -0.244], [-2.468, -1.040, -0.092], [-0.973, -1.512, -1.898]]
}

***

Calculated electronic energy in order - -209303.793, -21712.001, -56398.889, -156769.448, -34056.922, -9404.974 eV